Entry 1:
A 7-piece molecular cluster, C46H102BBrN3O14 overall in a non-equilibrium geometry, computed with ωB97M-V/def2-TZVPD.

```
! wB97M-V def2-TZVPD RIJCOSX def2/J DEFGRID3
* xyz 1 1
C 4.419 1.134 0.835
O 3.788 -0.155 0.934
C 3.960 -0.889 -0.301
C 3.209 -0.239 -1.521
C 2.662 -1.299 -2.576
C 1.345 -0.806 -3.273
C 1.557 -0.101 -4.663
C 0.412 0.924 -5.031
C -1.049 0.357 -4.861
C -2.135 1.454 -4.534
C -1.751 2.377 -3.303
C -2.761 2.163 -2.091
C -2.579 0.721 -1.390
C -2.360 0.907 0.153
C -3.526 0.638 0.997
Br -5.266 0.112 0.318
C -3.424 0.766 2.467
C -2.130 1.207 2.977
C -1.032 1.490 2.056
B 0.335 2.018 2.771
N 1.458 1.086 3.029
O 0.503 3.352 3.135
N -1.144 1.323 0.684
C 0.029 1.639 -0.171
C 0.218 3.208 -0.379
C 1.585 3.563 -1.068
C 1.520 5.107 -1.451
C 2.871 5.647 -2.091
N 4.097 4.989 -1.606
H 5.468 1.038 0.442
H 4.514 1.624 1.847
H 3.789 1.815 0.203
H 5.065 -0.928 -0.503
H 3.624 -1.942 -0.086
H 2.361 0.375 -1.115
H 3.913 0.466 -2.048
H 2.417 -2.219 -1.968
H 3.486 -1.595 -3.273
H 0.682 -1.697 -3.461
H 0.783 -0.110 -2.590
H 2.567 0.401 -4.620
H 1.624 -0.848 -5.508
H 0.549 1.156 -6.127
H 0.616 1.881 -4.486
H -1.335 -0.093 -5.857
H -1.158 -0.470 -4.114
H -3.070 0.898 -4.223
H -2.399 2.028 -5.465
H -1.740 3.460 -3.623
H -0.705 2.153 -2.962
H -3.805 2.267 -2.486
H -2.613 2.978 -1.337
H -3.416 0.026 -1.627
H -1.666 0.274 -1.882
H -4.305 0.557 3.124
H -2.015 1.335 4.080
H 2.096 1.028 2.225
H 1.122 0.151 3.276
H 1.274 3.358 3.734
H -0.083 1.228 -1.207
H 0.969 1.154 0.222
H 0.064 3.772 0.581
H -0.609 3.501 -1.089
H 2.392 3.350 -0.312
H 1.803 2.914 -1.964
H 1.249 5.666 -0.507
H 0.627 5.215 -2.129
H 2.953 6.731 -1.786
H 2.754 5.636 -3.203
H 4.209 4.105 -2.102
H 4.081 4.858 -0.595
C -2.738 -2.985 -0.471
O -1.889 -3.042 -1.603
C -0.589 -3.528 -1.273
C -0.408 -4.968 -1.719
O -1.209 -5.851 -0.944
C -2.362 -6.297 -1.644
H -3.748 -2.750 -0.811
H -2.763 -3.939 0.061
H -2.404 -2.190 0.207
H -0.392 -3.425 -0.201
H 0.128 -2.902 -1.809
H 0.635 -5.258 -1.554
H -0.624 -5.076 -2.786
H -2.071 -6.970 -2.455
H -2.936 -5.458 -2.047
H -2.991 -6.847 -0.944
C 5.118 2.016 -4.856
O 4.723 1.177 -5.927
C 4.673 1.873 -7.171
C 5.870 1.534 -8.041
O 7.070 2.074 -7.500
C 7.872 1.089 -6.867
H 5.276 1.391 -3.975
H 6.048 2.544 -5.080
H 4.325 2.740 -4.633
H 4.599 2.953 -7.013
H 3.762 1.543 -7.682
H 5.730 1.993 -9.024
H 5.955 0.452 -8.183
H 8.293 0.410 -7.615
H 7.301 0.519 -6.129
H 8.692 1.596 -6.358
C -2.752 -1.002 6.465
O -2.398 0.363 6.657
C -2.685 0.816 7.978
C -1.421 0.919 8.813
O -0.887 -0.368 9.101
C 0.249 -0.676 8.311
H -2.373 -1.318 5.491
H -2.314 -1.642 7.233
H -3.840 -1.112 6.468
H -3.421 0.169 8.463
H -3.124 1.815 7.882
H -1.671 1.381 9.773
H -0.676 1.552 8.319
H 1.096 -0.050 8.610
H 0.046 -0.538 7.245
H 0.510 -1.720 8.483
C 6.290 -3.411 -3.513
O 5.187 -4.003 -4.180
C 5.039 -3.520 -5.513
C 5.525 -4.541 -6.527
O 6.939 -4.690 -6.471
C 7.334 -5.885 -5.813
H 6.431 -3.926 -2.563
H 7.208 -3.500 -4.098
H 6.081 -2.354 -3.310
H 5.556 -2.564 -5.645
H 3.969 -3.350 -5.672
H 5.283 -4.181 -7.532
H 5.022 -5.503 -6.384
H 7.077 -6.754 -6.427
H 6.866 -5.975 -4.830
H 8.416 -5.858 -5.683
C -6.072 -3.701 6.174
O -5.133 -3.274 7.149
C -5.673 -3.296 8.468
C -5.154 -4.486 9.257
O -5.679 -5.708 8.751
C -4.732 -6.430 7.981
H -5.552 -3.799 5.221
H -6.508 -4.669 6.434
H -6.866 -2.955 6.065
H -6.766 -3.291 8.445
H -5.340 -2.377 8.962
H -5.496 -4.397 10.292
H -4.059 -4.502 9.263
H -3.940 -6.820 8.629
H -4.294 -5.808 7.196
H -5.245 -7.271 7.514
C -6.868 5.404 4.532
O -7.360 4.617 3.457
C -7.398 5.336 2.229
C -6.259 4.921 1.315
O -5.002 5.359 1.823
C -4.263 4.307 2.414
H -6.731 4.751 5.394
H -5.908 5.864 4.286
H -7.595 6.179 4.793
H -7.385 6.415 2.404
H -8.347 5.085 1.743
H -6.394 5.406 0.343
H -6.262 3.838 1.155
H -3.923 3.608 1.640
H -4.855 3.772 3.163
H -3.389 4.738 2.903
*
```

- LUMO: -3.80 eV

Here are the Löwdin charges for atoms 1 to 99, given in e:
1. C -0.1153
2. O -0.2334
3. C -0.2036
4. C -0.1578
5. C -0.1667
6. C -0.2074
7. C -0.1871
8. C -0.1965
9. C -0.1960
10. C -0.1839
11. C -0.1980
12. C -0.1605
13. C -0.1291
14. C -0.1439
15. C -0.5315
16. Br 0.7940
17. C -0.0289
18. C 0.0370
19. C -0.0150
20. B -0.5181
21. N 0.1712
22. O 0.1465
23. N 0.0433
24. C -0.0986
25. C -0.1499
26. C -0.2030
27. C -0.1794
28. C -0.2704
29. N -0.0147
30. H 0.1042
31. H 0.1020
32. H 0.0618
33. H 0.1233
34. H 0.1314
35. H 0.0791
36. H 0.1063
37. H 0.0998
38. H 0.1102
39. H 0.1004
40. H 0.0870
41. H 0.0974
42. H 0.1222
43. H 0.1151
44. H 0.0942
45. H 0.1199
46. H 0.0942
47. H 0.1089
48. H 0.1177
49. H 0.1222
50. H 0.0677
51. H 0.1179
52. H 0.0981
53. H 0.0752
54. H 0.1023
55. H 0.1259
56. H 0.1249
57. H 0.0523
58. H 0.0876
59. H 0.1208
60. H 0.0910
61. H 0.1219
62. H 0.1202
63. H 0.0935
64. H 0.0862
65. H 0.1177
66. H 0.1163
67. H 0.1089
68. H 0.1109
69. H 0.1123
70. H 0.0512
71. H 0.0666
72. C -0.1130
73. O -0.1934
74. C -0.1940
75. C -0.1942
76. O -0.1873
77. C -0.1046
78. H 0.0809
79. H 0.0916
80. H 0.0747
81. H 0.1291
82. H 0.0887
83. H 0.1284
84. H 0.1298
85. H 0.0913
86. H 0.0828
87. H 0.0909
88. C -0.1149
89. O -0.2121
90. C -0.1945
91. C -0.1985
92. O -0.1873
93. C -0.1061
94. H 0.0762
95. H 0.0908
96. H 0.0807
97. H 0.1276
98. H 0.1240
99. H 0.1271

---

Entry 2:
A 10-piece molecular cluster, C46H108N4O10 overall in a non-equilibrium geometry, computed with ωB97M-V/def2-TZVPD.

```
! wB97M-V def2-TZVPD RIJCOSX def2/J DEFGRID3
* xyz 0 1
C 0.886 -2.433 -3.452
C 1.811 -3.649 -3.346
O 3.114 -3.224 -2.957
H 0.742 -1.997 -2.464
H -0.052 -2.753 -3.907
H 1.208 -1.686 -4.178
H 1.976 -4.213 -4.264
H 1.466 -4.289 -2.533
H 3.749 -3.938 -3.049
C -2.971 0.677 1.008
C -3.685 2.086 1.026
O -4.448 2.083 2.197
H -2.287 0.640 0.160
H -3.747 -0.079 0.893
H -2.392 0.390 1.886
H -4.298 2.319 0.155
H -2.930 2.866 1.122
H -4.783 2.973 2.325
C 5.975 -0.141 -2.103
C 4.569 -0.322 -1.549
O 3.507 0.054 -2.498
H 6.757 -0.275 -1.354
H 6.222 0.840 -2.510
H 6.232 -0.930 -2.809
H 4.578 0.349 -0.690
H 4.484 -1.344 -1.177
H 3.470 -0.625 -3.176
C 0.794 0.367 -0.897
C 0.748 1.248 0.342
O 0.176 2.423 -0.168
H 1.207 0.831 -1.793
H -0.218 0.011 -1.091
H 1.276 -0.608 -0.829
H 1.705 1.491 0.802
H 0.151 0.771 1.120
H 0.264 3.112 0.495
C 0.288 1.680 4.118
C 1.075 0.352 3.924
O 1.739 0.145 5.164
H -0.408 1.461 4.927
H -0.574 1.752 3.455
H 0.824 2.566 4.458
H 1.801 0.356 3.111
H 0.451 -0.540 3.853
H 1.063 -0.105 5.797
O 3.137 2.757 -1.196
H 3.333 1.896 -1.565
H 2.184 2.767 -1.104
C -0.881 7.444 1.068
C -0.535 6.100 0.363
C 0.199 6.379 -0.949
C 1.606 7.011 -0.717
C 2.444 6.111 0.200
C 1.736 5.669 1.519
N 0.311 5.270 1.310
O -0.346 4.762 2.396
C 2.553 4.480 1.995
C 1.961 6.793 2.590
C -1.795 5.353 -0.057
H -1.567 7.955 0.393
H -0.049 8.087 1.355
H -1.453 7.208 1.966
H 0.347 5.473 -1.538
H -0.388 7.032 -1.595
H 1.517 7.980 -0.227
H 2.149 7.319 -1.610
H 3.308 6.746 0.396
H 2.858 5.287 -0.383
H 2.169 4.069 2.929
H 2.564 3.658 1.279
H 3.609 4.748 1.993
H 1.651 7.790 2.277
H 1.576 6.522 3.573
H 3.032 6.993 2.582
H -2.349 5.002 0.814
H -1.474 4.452 -0.579
H -2.409 5.988 -0.696
H -0.699 5.546 2.823
C -4.018 0.106 -4.510
C -3.245 1.360 -4.084
C -1.760 0.929 -4.019
C -0.718 2.049 -3.882
C -1.058 2.924 -5.071
C -2.466 3.534 -5.165
N -3.452 2.452 -5.089
O -4.809 2.873 -5.099
C -2.491 4.522 -4.011
C -2.611 4.205 -6.482
C -3.679 1.753 -2.638
H -3.955 -0.761 -3.852
H -3.728 -0.120 -5.536
H -5.092 0.279 -4.441
H -1.607 0.369 -3.097
H -1.517 0.236 -4.825
H 0.321 1.720 -3.844
H -0.964 2.494 -2.917
H -0.888 2.272 -5.927
H -0.368 3.768 -5.082
H -3.511 4.905 -3.990
H -2.177 4.201 -3.018
H -1.883 5.402 -4.222
H -3.605 4.653 -6.462
H -1.851 4.943 -6.739
H -2.693 3.537 -7.339
H -2.926 2.290 -2.061
H -3.861 0.804 -2.133
H -4.580 2.365 -2.664
H -5.013 2.639 -6.007
C -3.515 -6.647 2.102
C -3.718 -6.289 0.585
C -5.181 -5.868 0.370
C -5.392 -4.399 0.656
C -4.414 -3.474 -0.053
C -2.942 -3.773 0.318
N -2.814 -5.230 0.094
O -1.479 -5.673 0.161
C -2.026 -3.003 -0.745
C -2.690 -3.388 1.823
C -3.605 -7.519 -0.265
H -4.398 -7.189 2.439
H -2.639 -7.248 2.347
H -3.438 -5.704 2.642
H -5.494 -6.099 -0.648
H -5.819 -6.466 1.022
H -6.333 -4.109 0.188
H -5.361 -4.092 1.701
H -4.685 -2.492 0.335
H -4.606 -3.409 -1.124
H -2.397 -3.205 -1.750
H -1.028 -3.438 -0.695
H -1.947 -1.930 -0.574
H -2.737 -2.301 1.896
H -1.646 -3.539 2.097
H -3.352 -3.804 2.582
H -4.299 -8.305 0.031
H -3.803 -7.309 -1.316
H -2.582 -7.845 -0.075
H -1.353 -5.622 1.111
C 2.565 -5.141 5.224
C 3.578 -4.330 4.431
C 4.491 -5.390 3.763
C 5.280 -4.978 2.477
C 4.330 -4.356 1.478
C 3.566 -3.175 2.053
N 2.908 -3.605 3.356
O 1.922 -2.779 3.770
C 4.537 -1.981 2.147
C 2.509 -2.852 1.041
C 4.464 -3.503 5.334
H 2.031 -5.903 4.656
H 1.829 -4.536 5.754
H 3.129 -5.575 6.049
H 5.176 -5.894 4.445
H 3.876 -6.242 3.474
H 5.602 -5.912 2.017
H 6.081 -4.267 2.679
H 3.717 -5.144 1.040
H 4.925 -3.957 0.656
H 5.121 -1.876 3.061
H 5.230 -1.972 1.306
H 3.985 -1.041 2.141
H 1.655 -3.526 0.979
H 2.057 -1.926 1.394
H 2.898 -2.817 0.023
H 5.262 -3.019 4.770
H 4.982 -4.032 6.135
H 3.899 -2.693 5.796
H 2.474 -2.256 4.355
*
```

- Structure (SMILES): CC1(C)CCCC(C)(C)N1O.CC1(C)CCCC(C)(C)N1O.CC1(C)CCCC(C)(C)N1O.CC1(C)CCCC(C)(C)N1O.CCO.CCO.CCO.CCO.CCO.O
- ΔE to the lowest compared entry with this formula, charge and spin: 387.5 kJ/mol
- LUMO: 0.50 eV

Here are the Löwdin charges for atoms 1 to 99, given in e:
1. C -0.0686
2. C -0.2877
3. O -0.1059
4. H 0.0527
5. H 0.0754
6. H 0.0743
7. H 0.1118
8. H 0.1071
9. H 0.0822
10. C -0.0583
11. C -0.2954
12. O -0.0793
13. H 0.0455
14. H 0.0578
15. H 0.0621
16. H 0.1008
17. H 0.0839
18. H 0.0816
19. C -0.0911
20. C -0.2703
21. O -0.1013
22. H 0.0703
23. H 0.0781
24. H 0.0681
25. H 0.1046
26. H 0.0897
27. H 0.0663
28. C -0.0720
29. C -0.3082
30. O -0.0891
31. H 0.0566
32. H 0.0532
33. H 0.0555
34. H 0.0998
35. H 0.0927
36. H 0.0513
37. C -0.0680
38. C -0.2989
39. O -0.1019
40. H 0.0632
41. H 0.0594
42. H 0.0758
43. H 0.0930
44. H 0.1052
45. H 0.0826
46. O -0.0430
47. H -0.0103
48. H -0.0014
49. C -0.0143
50. C -0.4801
51. C -0.1262
52. C -0.1634
53. C -0.1271
54. C -0.4599
55. N -0.1333
56. O 0.0001
57. C -0.0386
58. C -0.0279
59. C -0.0335
60. H 0.0875
61. H 0.0595
62. H 0.0767
63. H 0.1165
64. H 0.1182
65. H 0.0942
66. H 0.1097
67. H 0.1153
68. H 0.1057
69. H 0.0752
70. H 0.0601
71. H 0.0957
72. H 0.0592
73. H 0.0837
74. H 0.0788
75. H 0.0690
76. H 0.0673
77. H 0.0940
78. H 0.0847
79. C -0.0439
80. C -0.4662
81. C -0.1478
82. C -0.1653
83. C -0.1496
84. C -0.5432
85. N -0.0929
86. O -0.0129
87. C -0.0283
88. C -0.0437
89. C -0.0253
90. H 0.0794
91. H 0.0864
92. H 0.0784
93. H 0.1010
94. H 0.1146
95. H 0.1123
96. H 0.0851
97. H 0.1235
98. H 0.1207
99. H 0.0871

---

Question: Look up the LUMO of the second one.
Answer: 0.50 eV

---

Question: The highest LUMO belongs to which entry?
Answer: C46H108N4O10

---

Question: What is the formula in the second record?
Answer: C46H108N4O10

---

Question: The lowest LUMO belongs to which entry?
Answer: C46H102BBrN3O14